The following is a quantum chemistry calculation of the ion C2H7N2 with charge +1, from OMol25.

Structure (XYZ):
```
11
Properties=species:S:1:pos:R:3:forces:R:3
H 2.27221 -0.14974 -0.96698 -1.2 -0.5 0.3
H -0.76885 -0.53130 -1.28446 1.9 -0.2 0.6
H 1.66120 -1.48860 -1.73549 -0.3 -1.0 -1.0
C 0.09911 0.04156 0.59589 1.1 -1.5 0.2
H -1.84702 0.24196 1.61183 0.0 -0.8 0.5
H -1.76039 0.82800 0.00941 1.0 -0.7 2.1
N 1.42805 -0.68965 -1.21668 1.4 1.1 0.1
N -1.20844 0.62693 0.93301 -0.8 1.6 -2.8
H 0.84608 0.01854 1.49844 -1.5 0.1 -2.3
H -0.94282 1.54674 1.23981 -0.4 0.9 0.5
C 0.22086 -0.44444 -0.68477 -1.4 1.0 1.8
```
Forces are in eV/Å.

Calculated values
Orbital gap = 9.711 eV
Net charge = +1
SMILES = N/C=C/[NH3+]

The net atomic charges from Mulliken, expressed in e, are: number 1, H, carries 0.23; number 2, H, carries 0.17; number 3, H, carries 0.22; number 4, C, carries -0.19; number 5, H, carries 0.33; number 6, H, carries 0.39; number 7, N, carries -0.39; number 8, N, carries -0.37; number 9, H, carries 0.32; number 10, H, carries 0.38; number 11, C, carries -0.09

=====

The following is a quantum chemistry calculation of the ion C2H7N2O with charge -1, from OMol25.

Structure (XYZ):
```
12
Properties=species:S:1:pos:R:3:forces:R:3
C 0.74197 1.16560 0.01149 1.8 -2.1 -1.2
H 1.79234 0.88485 -0.27251 -0.2 0.3 0.8
H 1.49674 -1.19095 0.18482 -0.5 -0.4 -0.3
H -0.01684 -2.13658 -0.33064 0.4 1.2 0.2
H 0.67980 2.08124 -0.53688 -1.1 0.6 -0.3
C 0.38312 -1.17804 0.11829 0.3 -1.0 1.6
H 0.04135 -1.18289 1.19291 0.0 -0.2 -0.6
O -2.26758 -0.56776 0.54197 0.5 0.5 -1.4
H 0.68744 1.32349 1.07784 -0.3 0.1 0.6
N 0.00534 0.02083 -0.51991 -1.7 1.5 -0.8
N -1.65414 0.37104 -0.20987 1.0 0.4 0.0
H -1.88954 0.40917 -1.25752 -0.1 -1.1 1.4
```
Forces are in eV/Å.

Calculated values
Orbital gap = 5.922 eV
Net charge = -1
SMILES = CN(C)N[O-]

The net atomic charges from Mulliken, expressed in e, are: number 1, C, carries -0.82; number 2, H, carries 0.32; number 3, H, carries 0.29; number 4, H, carries 0.23; number 5, H, carries 0.31; number 6, C, carries -0.80; number 7, H, carries 0.30; number 8, O, carries -0.71; number 9, H, carries 0.27; number 10, N, carries -0.32; number 11, N, carries -0.22; number 12, H, carries 0.15

=====

The following is a quantum chemistry calculation of a cluster of 2 separate species, C2H7N2O in total, from OMol25.

Structure (XYZ):
```
12
Properties=species:S:1:pos:R:3:forces:R:3
H 0.56370 -1.53085 1.13277 -1.3 -2.0 0.1
C 0.59205 0.33908 -0.06008 0.2 -1.4 0.3
H 0.98587 1.89141 -1.16503 -0.5 -0.1 0.0
H -1.99784 -0.63374 0.63876 0.8 0.0 -1.0
H 1.93594 -0.42709 1.30891 1.9 0.2 1.4
N 0.38004 1.56650 -0.40712 1.3 -0.2 -1.4
H 0.10766 2.27140 0.20530 -0.9 1.0 1.4
H -1.41513 -1.50589 -0.56071 0.2 -3.7 -1.4
C 1.13616 -0.76688 0.75914 -0.5 3.5 -1.6
N -1.49145 -0.60804 -0.28196 -1.6 4.2 2.3
O 1.37038 -0.48404 -0.68170 -0.3 -0.9 -0.1
H -2.16738 -0.11186 -0.88828 0.7 -0.4 0.1
```
Forces are in eV/Å.

Calculated values
Orbital gap = 11.636 eV
Net charge = +1

The net atomic charges from Mulliken, expressed in e, are: number 1, H, carries 0.31; number 2, C, carries 0.69; number 3, H, carries 0.31; number 4, H, carries 0.30; number 5, H, carries 0.28; number 6, N, carries -0.30; number 7, H, carries 0.26; number 8, H, carries 0.27; number 9, C, carries -0.35; number 10, N, carries -0.77; number 11, O, carries -0.29; number 12, H, carries 0.28

=====

The following is a quantum chemistry calculation of the ion C2H7N2O with charge +1, from OMol25.

Structure (XYZ):
```
12
Properties=species:S:1:pos:R:3:forces:R:3
N 0.42323 -0.05945 -1.73457 2.0 1.1 1.2
C -0.02164 0.89750 -0.63235 -0.8 -2.6 0.9
O 0.30335 -1.28154 0.44946 -0.1 -0.1 -0.3
H -0.53778 -0.10782 2.54938 -0.2 0.0 -0.5
H -0.22176 -0.85773 -1.66582 0.0 0.2 -0.6
H -0.93318 1.36293 -0.96622 -0.6 -0.2 0.1
H 1.35191 -0.49072 -1.42711 -1.3 0.7 -0.8
N -0.63692 0.39954 1.66854 0.1 -0.5 1.5
C -0.12222 -0.15911 0.57087 -0.5 2.2 -0.2
H 0.57561 1.69389 -0.22668 1.3 0.1 -0.9
H -0.82085 1.38183 1.81607 0.0 -0.1 -0.6
H 0.47805 0.44748 -2.62565 0.0 -0.7 0.0
```
Forces are in eV/Å.

Calculated values
Orbital gap = 11.482 eV
Net charge = +1
SMILES = NC(=O)C[NH3+]

The net atomic charges from Mulliken, expressed in e, are: number 1, N, carries -0.33; number 2, C, carries -0.74; number 3, O, carries -0.57; number 4, H, carries 0.28; number 5, H, carries 0.37; number 6, H, carries 0.36; number 7, H, carries 0.39; number 8, N, carries -0.37; number 9, C, carries 0.67; number 10, H, carries 0.38; number 11, H, carries 0.22; number 12, H, carries 0.34

=====

The following is a quantum chemistry calculation of a cluster of 2 separate species, C2H7N2O2 in total, from OMol25.

Structure (XYZ):
```
13
Properties=species:S:1:pos:R:3:forces:R:3
H 0.93397 -0.52800 2.29803 0.1 0.0 0.1
N 0.67753 -0.32224 -0.14455 0.2 -0.9 -0.8
H 2.37643 0.62201 0.46239 0.2 -0.2 0.2
O -2.10487 -0.55651 -0.68918 0.3 0.0 0.3
C -2.12665 -0.43466 -1.93578 -0.4 -0.2 -0.4
H 0.26310 0.91879 2.39825 -0.1 0.0 0.1
N 1.13300 0.45891 2.16055 0.0 0.1 -0.2
H 0.98470 1.63986 0.42282 -0.1 -0.3 0.2
H 1.13614 -1.22004 -0.20675 0.0 0.2 0.1
C 1.31214 0.61949 0.69375 -0.3 0.7 -0.1
O -3.10821 -0.32732 -2.68691 -0.2 0.1 -0.1
H -1.13971 -0.44976 -2.46374 0.2 0.1 0.1
H -0.33755 -0.42053 -0.30887 -0.1 0.5 0.5
```
Forces are in eV/Å.

Calculated values
Orbital gap = 8.310 eV
Net charge = -1

The net atomic charges from Mulliken, expressed in e, are: number 1, H, carries 0.27; number 2, N, carries -0.42; number 3, H, carries 0.28; number 4, O, carries -0.73; number 5, C, carries 0.10; number 6, H, carries 0.28; number 7, N, carries -0.71; number 8, H, carries 0.30; number 9, H, carries 0.14; number 10, C, carries -0.44; number 11, O, carries -0.63; number 12, H, carries 0.17; number 13, H, carries 0.39

=====

The following is a quantum chemistry calculation of the ion C2H7N2O2 with charge +1, from OMol25.

Structure (XYZ):
```
13
Properties=species:S:1:pos:R:3:forces:R:3
H -0.53461 1.27566 1.06701 -0.3 0.2 -0.5
C 1.19510 0.58905 0.46319 -0.2 1.0 -0.7
H -0.44913 0.67083 -1.80373 -0.5 -0.6 1.7
H -2.31255 -0.18862 0.07793 -1.4 -1.2 2.8
O -2.03496 0.11419 -0.73913 1.5 0.8 -1.6
H -0.40972 -1.85070 -0.60784 1.0 0.9 0.1
H 1.30251 0.93672 2.40191 -0.1 -0.4 -0.7
C -0.68459 0.23094 -0.75121 2.3 -0.1 -5.2
O 1.75747 0.60863 1.59202 1.0 0.3 1.6
N 0.19884 -0.99217 -0.63586 -4.3 -1.8 2.4
H 0.85147 -1.13968 -1.31950 1.6 -0.2 -2.7
N -0.02585 1.03892 0.21188 -0.7 1.5 2.8
H 1.88217 0.52976 -0.36327 0.2 -0.5 0.0
```
Forces are in eV/Å.

Calculated values
Orbital gap = 10.904 eV
Net charge = +1
SMILES = N[C@@H](O)/[NH+]=C/O

The net atomic charges from Mulliken, expressed in e, are: number 1, H, carries 0.28; number 2, C, carries 0.34; number 3, H, carries 0.31; number 4, H, carries 0.35; number 5, O, carries -0.41; number 6, H, carries 0.25; number 7, H, carries 0.40; number 8, C, carries 0.05; number 9, O, carries -0.37; number 10, N, carries -0.54; number 11, H, carries 0.23; number 12, N, carries -0.23; number 13, H, carries 0.34

=====

The following is a quantum chemistry calculation of the ion C2H7N2O2 with charge +1, from OMol25.

Structure (XYZ):
```
13
Properties=species:S:1:pos:R:3:forces:R:3
O 1.47930 -1.52353 0.12009 -0.6 0.0 1.0
N 2.46728 0.65680 0.09635 -0.5 -0.8 -0.8
O 3.51513 0.15048 -0.03143 -0.2 -0.6 0.4
H -1.16492 -1.22007 -0.77592 -0.6 1.3 1.2
N 1.11189 -0.31816 -0.19975 0.8 3.1 -0.2
H 2.51224 1.68528 -0.08867 -0.9 0.1 0.1
C -1.36000 -0.20601 -0.26894 0.1 0.8 -2.8
H -2.35084 -0.14541 0.23600 1.1 -0.4 0.2
H -0.00356 1.35442 0.67320 0.1 -0.8 -0.8
H -1.52350 0.52011 -1.19767 0.6 -1.4 1.9
C -0.10085 0.24754 0.54148 -0.1 0.1 -1.3
H 2.13402 -1.78344 -0.53422 0.3 -0.5 -0.5
H -0.01858 -0.10396 1.52170 -0.3 -1.1 1.6
```
Forces are in eV/Å.

Calculated values
Orbital gap (spin up / spin down) = 8.571 / 8.567 eV
Net charge = +1
SMILES = CCN(O)[NH+]=O

The net atomic charges from Mulliken, expressed in e, are: number 1, O, carries -0.26; number 2, N, carries 0.40; number 3, O, carries -0.27; number 4, H, carries 0.30; number 5, N, carries 0.03; number 6, H, carries 0.31; number 7, C, carries -0.97; number 8, H, carries 0.34; number 9, H, carries 0.34; number 10, H, carries 0.28; number 11, C, carries -0.28; number 12, H, carries 0.39; number 13, H, carries 0.38

=====

The following is a quantum chemistry calculation of the ion C2H7N2O3 with charge +1, from OMol25.

Structure (XYZ):
```
14
Properties=species:S:1:pos:R:3:forces:R:3
H -0.78912 1.52704 1.28134 0.1 -0.5 -0.1
C 0.83962 0.42442 -0.66802 -0.2 2.2 0.6
H -0.47245 -2.11689 -0.95145 0.1 -1.7 -0.7
H -1.41980 -1.04998 -1.90827 -0.2 -0.8 0.0
C -0.69827 0.43055 1.24243 -1.6 0.4 0.5
H -0.89807 0.00814 2.23135 0.4 0.1 -0.1
O 0.72706 1.76614 -0.88584 -1.4 1.1 0.2
H -1.38217 -0.03650 0.55079 -0.4 0.4 0.1
N 0.64032 0.05754 0.76913 1.5 0.1 0.0
O 0.33377 -0.44470 -1.48614 -0.2 -1.9 -1.7
O 1.94766 1.02945 -1.13391 1.4 -0.9 0.6
H 0.70266 -0.98017 0.63429 0.5 0.8 1.7
N -0.82074 -1.21346 -1.10900 -0.1 2.4 0.5
H 1.28953 0.59843 1.43331 -0.2 -1.7 -1.4
```
Forces are in eV/Å.

Calculated values
Orbital gap = 11.623 eV
Net charge = +1
SMILES = C[NH2+]C1(ON)OO1

The net atomic charges from Mulliken, expressed in e, are: number 1, H, carries 0.35; number 2, C, carries 0.86; number 3, H, carries 0.24; number 4, H, carries 0.26; number 5, C, carries -0.78; number 6, H, carries 0.37; number 7, O, carries -0.29; number 8, H, carries 0.36; number 9, N, carries -0.16; number 10, O, carries -0.25; number 11, O, carries -0.26; number 12, H, carries 0.37; number 13, N, carries -0.47; number 14, H, carries 0.40

=====

ΔE to the lowest compared entry with this formula, charge and spin values, unit eV, following the record order: 1.852, 3.874, 2.963, 0.568, 0.631, 2.736, 7.539, 5.729.
Strongest force on any atom values, unit hartree/bohr, following the record order: 0.064, 0.058, 0.097, 0.056, 0.024, 0.111, 0.062, 0.051.